44
Properties=species:S:1:pos:R:3 method="wB97M-V/def2-TZVPD" e_lumo_ev=-0.24 charge=0 smiles="O=C(c1cc([N+](=O)[O-])ccc1N1CCOCC1)N1CCCCC1" de_lowest_kcal_mol=108.5
O -0.30 -0.46 -2.30
C 0.20 -0.77 -1.23
C 1.22 0.12 -0.58
C 2.50 -0.38 -0.45
C 3.55 0.45 -0.08
N 4.85 -0.09 0.09
O 5.77 0.68 0.32
O 4.99 -1.30 -0.01
C 3.32 1.81 0.12
C 2.06 2.32 -0.02
C 0.96 1.50 -0.37
N -0.29 2.02 -0.46
C -1.51 1.28 -0.23
C -2.34 2.04 0.82
O -2.60 3.37 0.45
C -1.40 4.07 0.23
C -0.56 3.39 -0.85
N -0.07 -1.95 -0.61
C 0.31 -2.31 0.73
C -0.94 -2.51 1.60
C -1.87 -3.54 0.97
C -2.22 -3.11 -0.46
C -0.94 -2.91 -1.26
H 2.70 -1.42 -0.66
H 4.15 2.45 0.41
H 1.90 3.37 0.16
H -2.07 1.19 -1.17
H -1.28 0.29 0.15
H -1.80 2.02 1.78
H -3.31 1.56 0.94
H -0.83 4.13 1.17
H -1.69 5.08 -0.08
H -1.15 3.36 -1.78
H 0.35 3.94 -1.04
H 0.94 -1.53 1.16
H 0.88 -3.24 0.70
H -0.63 -2.83 2.60
H -1.47 -1.55 1.70
H -2.78 -3.64 1.56
H -1.37 -4.51 0.94
H -2.84 -3.86 -0.94
H -2.78 -2.17 -0.43
H -1.16 -2.53 -2.26
H -0.41 -3.86 -1.35

***

45
Properties=species:S:1:pos:R:3 method="wB97M-V/def2-TZVPD" e_lumo_ev=0.64 charge=0 smiles="COc1ccc(C(=O)NNC(=O)C(=O)N2CCCCC2)cc1OC" de_lowest_kcal_mol=48.8
C 1.65 2.48 -2.35
O 1.12 2.35 -1.05
C -0.13 1.84 -0.91
C -0.90 1.31 -1.93
C -2.14 0.76 -1.67
C -2.65 0.77 -0.38
C -3.94 0.11 -0.04
O -4.92 0.65 0.41
N -3.93 -1.24 -0.31
N -2.75 -1.93 -0.54
C -1.71 -1.88 0.33
O -1.81 -1.55 1.49
C -0.44 -2.30 -0.40
O -0.54 -2.79 -1.52
N 0.74 -2.07 0.19
C 0.90 -1.43 1.49
C 2.36 -1.04 1.72
C 2.89 -0.27 0.51
C 2.78 -1.12 -0.76
C 1.96 -2.39 -0.52
C -1.91 1.35 0.65
C -0.65 1.86 0.41
O 0.18 2.38 1.36
C -0.29 2.44 2.68
H 1.01 3.12 -2.98
H 2.62 2.95 -2.23
H 1.77 1.51 -2.84
H -0.53 1.30 -2.94
H -2.72 0.33 -2.47
H -4.72 -1.78 0.05
H -2.52 -2.20 -1.50
H 0.28 -0.54 1.52
H 0.56 -2.11 2.28
H 2.97 -1.92 1.91
H 2.41 -0.41 2.61
H 2.30 0.64 0.40
H 3.92 0.02 0.69
H 3.77 -1.42 -1.12
H 2.31 -0.54 -1.56
H 1.67 -2.85 -1.47
H 2.53 -3.12 0.06
H -2.33 1.34 1.64
H -0.52 1.45 3.08
H -1.18 3.07 2.76
H 0.52 2.88 3.26

***

49
Properties=species:S:1:pos:R:3 method="wB97M-V/def2-TZVPD" e_lumo_ev="2.10 / 2.10" spin_multiplicity=2 charge=-1
V 0.54 -1.60 -0.92
S 2.91 -1.37 -1.09
S 3.56 -3.14 -2.03
S 2.54 -4.58 -0.99
S 0.53 -3.95 -1.06
C 2.40 -2.59 2.09
P 0.80 -2.00 1.44
C -0.34 -3.17 2.26
C 0.58 -0.48 2.48
C 1.54 0.53 2.37
C 1.37 1.75 3.02
C 0.24 1.98 3.79
C -0.73 1.00 3.89
C -0.57 -0.22 3.24
H 3.21 -1.96 1.72
H 2.57 -3.59 1.69
H 2.39 -2.62 3.19
H -0.23 -3.14 3.35
H -0.09 -4.16 1.88
H -1.37 -2.95 1.98
H 2.41 0.36 1.74
H 2.14 2.51 2.93
H 0.11 2.93 4.31
H -1.63 1.17 4.48
H -1.34 -0.98 3.31
Te 0.58 -1.05 -3.53
C -1.23 -0.46 -4.47
C -1.39 -0.09 -5.78
C -2.73 0.25 -6.13
C -3.60 0.13 -5.09
S -2.75 -0.39 -3.68
H -0.55 -0.06 -6.48
H -3.04 0.55 -7.13
H -4.66 0.31 -5.07
C -0.28 3.78 0.32
N -0.52 2.44 -0.16
C -1.64 1.63 0.33
C -1.17 0.23 -0.04
O -1.74 -0.84 0.04
N 0.11 0.32 -0.51
C 0.45 1.59 -0.54
N 1.67 1.94 -0.93
H -1.21 4.35 0.28
H 0.44 4.29 -0.32
H 0.10 3.78 1.35
H -2.58 1.88 -0.17
H -1.76 1.71 1.41
H 2.18 1.17 -1.37
H 1.78 2.83 -1.38

***

no.,calculated total energy (Ha)
1,-1087.43691
2,-1162.75735
3,-4406.25476